Record 1
39
Properties=species:S:1:pos:R:3:forces:R:3 method="wB97M-V/def2-TZVPD" e_homo_ev="-8.48 / -9.72" gap_ha="0.33236 / 0.36685" multiplicity=2
C 2.780685 -1.739824 0.676219 -0.3 -0.1 0.0
C 1.877772 -0.706227 -0.025845 0.8 0.6 -0.3
C 2.699111 -0.032001 -1.132942 -0.3 -0.3 0.1
C 1.478475 0.407639 0.966346 -0.1 -0.5 0.3
C 0.099999 0.296087 1.622798 -0.3 0.7 0.1
P -0.445250 1.998981 1.989641 -0.4 -0.1 -0.5
O -0.279734 2.912995 0.835786 0.2 0.4 -0.2
C -0.955105 -0.272796 0.673945 1.2 0.0 0.0
C -0.488493 -1.592951 0.084200 -1.4 -0.2 -0.6
C -0.302640 -2.692007 1.118416 0.6 0.0 0.0
C -1.591073 -2.046370 -0.876186 0.2 0.0 0.1
N 0.729612 -1.346588 -0.705827 0.3 -0.7 0.8
O 1.053417 -2.278819 -1.517256 -0.1 0.3 -0.1
H 2.580575 -1.811423 1.739598 -0.1 -0.1 0.2
H 3.807809 -1.428546 0.559580 0.4 0.1 0.1
H 2.696502 -2.725250 0.235192 -0.1 -0.1 -0.2
H 2.951783 -0.757582 -1.893972 0.0 -0.1 -0.2
H 2.112256 0.772403 -1.562488 0.0 0.1 -0.2
H 3.615064 0.367248 -0.721733 0.2 0.2 0.2
H 2.210827 0.381577 1.763995 0.3 0.1 0.2
H 1.600851 1.372088 0.495956 -0.3 0.3 -0.3
H 0.130979 -0.257531 2.554856 0.0 -0.2 0.2
H -1.816436 1.854060 2.287457 0.1 -0.1 0.5
H 0.162768 2.453375 3.176543 0.0 -0.2 0.1
H -1.912590 -0.400569 1.159157 -0.3 0.0 0.1
H -1.031423 0.415299 -0.161619 -0.4 0.2 -0.2
H 0.274665 -3.494068 0.674126 0.1 -0.2 -0.1
H -1.251735 -3.104632 1.432786 -0.3 0.0 0.1
H 0.236838 -2.351213 1.992379 0.1 0.0 0.3
H -2.511874 -2.139912 -0.313186 -0.2 0.0 0.1
H -1.360575 -3.011475 -1.299550 0.1 -0.2 -0.2
H -1.743440 -1.319393 -1.664494 0.0 0.1 -0.2
C -2.147191 3.609043 -1.658407 0.0 -0.1 0.2
N -2.920523 2.636305 -2.480310 0.0 -0.1 -0.1
O -3.106919 1.525230 -2.015710 0.0 0.2 -0.1
O -3.314360 3.013928 -3.565957 0.0 -0.1 0.2
H -1.863542 3.130895 -0.729481 0.1 0.0 0.0
H -1.269936 3.893368 -2.230632 0.0 0.0 -0.1
H -2.787151 4.468657 -1.483382 0.0 0.0 -0.1


Record 2
37
Properties=species:S:1:pos:R:3:forces:R:3 method="wB97M-V/def2-TZVPD" total_charge=+1 e_homo_ev=-13.55 gap_ha=0.33062 de_lowest_ev=6.604 smiles="CC(C)C[C@@H](C)CONC1=[NH+]COCN1"
C -2.826963 -0.193702 1.408149 0.7 -1.1 -0.5
C -2.436830 0.474846 -0.053232 -1.6 0.7 -0.3
C -3.847820 1.138690 -0.655869 0.1 0.0 0.4
C -1.945297 -0.620042 -1.175257 0.1 0.1 0.5
C -0.958135 -1.798674 -0.606864 0.3 -0.3 -0.8
C -0.915602 -2.982950 -1.757211 -0.9 0.3 0.2
C 0.502726 -1.150522 -0.243441 -1.4 -0.3 1.6
O 1.293202 -0.734014 -1.444367 0.1 -0.2 1.6
N 2.530575 -0.491254 -0.905060 2.4 3.2 1.3
C 2.885302 0.703853 -0.320349 -0.7 0.5 -0.1
N 1.990152 1.913786 -0.146292 1.3 -3.8 -0.1
C 1.850297 2.135774 1.355397 0.0 0.6 1.6
O 3.202634 2.399478 1.873062 -1.0 -2.2 -0.9
C 4.093897 1.236599 1.722069 0.8 -0.1 1.5
N 4.313270 0.831501 0.250043 -3.5 1.3 -0.1
H -3.330387 -1.258594 1.215455 1.0 2.3 0.4
H -3.588551 0.433982 2.036704 1.7 -1.0 -1.3
H -1.835691 -0.428071 2.027688 -2.2 0.6 -1.1
H -1.686337 1.397046 0.048714 -1.3 -2.1 0.0
H -4.369790 1.799694 0.190219 1.1 -1.6 -1.9
H -4.556068 0.234261 -0.979577 1.4 2.2 0.7
H -3.650599 1.860608 -1.570020 -0.4 -1.7 1.8
H -1.399798 -0.035588 -2.061896 -1.2 -1.4 1.8
H -2.908274 -1.149335 -1.603703 2.0 1.1 0.8
H -1.361201 -2.332840 0.381321 0.9 1.6 -2.0
H -0.788719 -2.494983 -2.824418 0.0 -1.1 2.2
H -2.003768 -3.474078 -1.745334 2.5 1.0 0.0
H -0.129646 -3.818509 -1.523429 -1.4 1.7 -0.6
H 0.314135 -0.156738 0.385726 0.4 -2.2 -1.2
H 1.218285 -1.859536 0.368507 -1.7 1.2 -1.2
H 3.249907 -1.269359 -0.870859 -1.1 1.1 -0.4
H 1.064170 1.801750 -0.616250 1.0 -0.1 0.4
H 1.168586 3.076652 1.619359 1.8 -2.0 -1.0
H 1.323029 1.210226 1.883591 1.4 1.7 -1.0
H 5.146953 1.570855 2.171997 -2.4 -0.7 -1.2
H 3.728630 0.295803 2.354857 0.5 2.0 -1.6
H 4.663728 1.733385 -0.189431 -0.5 -1.3 0.4


Record 3
45
Properties=species:S:1:pos:R:3:forces:R:3 method="wB97M-V/def2-TZVPD" e_homo_ev=-9.48 gap_ha=0.35487 smiles="CNC(=O)[C@H](CC(N)=O)NC(C)=O.O=P(O)(O)OC[C@H](O)CO"
C -3.047249 -4.019171 3.828370 0.2 0.3 -0.1
N -3.127556 -3.065430 2.721853 -0.7 -0.5 -0.2
C -2.312477 -2.014927 2.559740 0.8 1.2 1.1
O -1.432946 -1.731220 3.367781 -0.2 -0.3 -0.5
C -2.581100 -1.122844 1.332094 -0.2 0.5 -0.6
C -1.512143 -0.040765 1.062061 0.0 -0.4 0.4
C -1.608608 0.564371 -0.330435 -1.4 -1.6 0.1
N -0.836823 1.586182 -0.614800 1.2 1.4 0.1
O -2.345820 0.115558 -1.189730 -0.5 -0.7 -0.2
N -3.927408 -0.527533 1.310452 1.1 -1.3 -0.8
C -4.603467 0.105538 2.273079 -1.1 1.0 1.2
C -4.035210 0.265784 3.670925 0.2 0.0 -0.4
O -5.707091 0.565268 2.029301 -0.2 0.0 -0.2
H -4.040073 -4.407034 4.060774 0.1 0.1 -0.1
H -2.642375 -3.533961 4.719705 0.0 0.0 -0.2
H -2.391516 -4.847766 3.555727 0.0 0.0 0.1
H -3.853515 -3.199967 2.034427 0.1 0.0 0.1
H -2.536117 -1.809320 0.484712 -0.2 0.1 -0.2
H -0.522976 -0.486885 1.159203 0.1 0.0 0.2
H -1.594267 0.753959 1.800663 0.1 0.0 0.2
H -0.887789 1.927268 -1.563366 0.2 0.2 0.1
H -0.233740 1.985389 0.077516 0.2 0.2 -0.1
H -4.383797 -0.501381 0.409658 0.1 0.0 0.0
H -3.012632 0.630377 3.626474 0.2 -0.2 0.2
H -4.065687 -0.689547 4.189428 0.2 -0.1 0.1
H -4.643478 0.983742 4.218605 -0.1 -0.1 -0.2
O 6.636729 1.299582 -0.742719 -0.1 -0.5 0.5
P 5.556876 1.613294 -1.683712 0.9 -1.6 2.5
O 5.182299 3.117919 -1.429257 -1.2 0.3 -0.8
O 6.174970 1.446304 -3.132262 -1.2 0.5 -0.7
O 4.234390 0.685363 -1.442935 1.4 1.0 -1.6
C 3.832554 -0.130581 -2.558333 -0.7 -0.3 -0.7
C 2.883981 0.622162 -3.510800 0.4 -0.2 0.4
O 3.495718 1.816292 -4.034081 0.1 -0.4 0.3
C 1.589431 1.004583 -2.783635 0.6 0.9 -0.7
O 0.836524 1.885265 -3.618218 0.1 -0.1 0.0
H 5.091243 3.106813 -0.468894 0.0 0.7 0.3
H 7.032109 1.863252 -2.969200 0.5 -0.2 -0.5
H 3.307216 -1.008327 -2.167734 0.1 0.2 0.2
H 4.692417 -0.514142 -3.117757 0.0 0.2 0.2
H 2.631766 -0.041173 -4.345216 0.0 -0.1 0.0
H 4.404997 1.632745 -4.348689 -0.8 0.0 0.2
H 1.004418 0.110211 -2.545280 0.0 0.2 -0.3
H 1.826130 1.513940 -1.844103 0.1 -0.1 0.0
H 1.472092 2.490811 -4.051392 -0.4 -0.4 0.4


Record 4
36
Properties=species:S:1:pos:R:3:forces:R:3 method="wB97M-V/def2-TZVPD" e_homo_ev=-8.10 gap_ha=0.33014 de_lowest_ev=0.000
C 3.357560 1.167170 0.933193 -2.3 -0.6 0.4
C -0.359514 -1.349748 0.878882 0.8 1.6 -0.5
C -1.286131 -0.279555 0.162353 -0.7 0.4 1.3
C -0.421094 0.810260 0.824057 -0.4 1.2 -0.7
C -3.498489 1.079833 0.010776 -0.7 -1.3 0.3
C -3.555119 -1.416954 -0.199742 2.6 -0.4 5.9
C 0.685252 2.811216 -0.264763 1.8 -0.7 -1.2
C 2.455489 -0.280500 -1.773385 -2.8 -2.2 -3.0
C 2.689716 -2.293071 -0.206357 -0.5 1.5 0.1
C -2.760954 -0.153592 0.536858 -0.5 -2.5 0.2
N 0.320055 -0.172817 1.563301 2.7 -0.7 0.0
N 0.600940 1.347815 -0.072621 1.3 0.6 1.0
N 2.109958 -0.921021 -0.503860 1.7 0.4 1.2
P 1.870826 0.388691 0.611879 -1.2 -0.4 0.1
H 4.038095 0.350297 0.976338 1.1 -0.4 0.0
H 3.421176 1.869427 1.769880 0.0 0.0 -0.4
H -0.848552 -1.948225 1.603294 -0.6 -0.7 0.6
H 0.423951 -1.923652 0.306458 -1.7 0.5 0.2
H -1.225860 -0.277896 -0.890235 0.3 0.1 -1.4
H -0.839394 1.704256 1.389754 -0.2 -1.3 -0.4
H -3.552016 1.012416 -1.072710 0.2 0.2 -0.2
H -3.130383 2.029627 0.324637 0.3 0.7 0.3
H -4.542652 0.935552 0.350785 0.4 0.5 -0.1
H -3.253723 -1.707291 -1.147955 1.0 -0.2 -1.8
H -4.561016 -1.178192 -0.190690 -2.2 0.2 0.0
H -3.359046 -2.295008 0.583120 -0.7 1.4 -2.0
H 1.590997 2.969091 -0.928115 -1.0 0.0 0.6
H -0.189496 3.080034 -0.866129 0.1 0.5 0.5
H 0.915716 3.419127 0.643831 -0.8 -0.5 -0.5
H 1.616585 0.512802 -1.763141 1.8 -0.8 -1.2
H 3.436994 0.026887 -2.209725 -0.2 0.1 1.7
H 2.183853 -1.146977 -2.587380 0.1 2.1 1.5
H 2.281140 -2.741342 0.730711 0.4 0.6 -0.7
H 2.411040 -2.921073 -1.043222 -0.3 -0.2 -0.2
H 3.774639 -2.260269 -0.202936 0.2 0.0 0.4
H -2.800560 -0.247313 1.722846 -0.4 0.1 -2.4


Record 5
36
Properties=species:S:1:pos:R:3:forces:R:3 method="wB97M-V/def2-TZVPD" e_homo_ev="-7.38 / -7.95" gap_ha="0.30674 / 0.26409" multiplicity=3
C -2.526528 1.763134 -1.091148 -0.3 -1.8 1.2
C 0.255578 1.157533 -0.660045 0.7 1.4 1.1
C 1.483169 0.269215 -0.306698 0.0 -0.1 0.0
C 0.644928 0.043726 1.047983 0.2 0.0 -0.5
C 3.908536 0.096990 0.675827 -2.2 -1.0 2.6
C 3.494344 1.369276 -1.450678 0.5 2.8 0.8
C 0.051604 -2.235944 1.022702 -1.7 -1.3 -0.5
C -3.820985 -0.973571 -0.289596 -0.1 1.2 -1.0
C -3.344728 -0.689030 2.069231 -0.2 -0.1 0.6
C 2.871516 0.917722 -0.080272 0.5 -1.1 -2.9
N -0.592421 0.445113 0.284062 -0.4 -0.4 -0.7
N 0.910739 -1.265647 1.558439 -0.9 1.4 0.7
N -3.253787 -0.115073 0.751141 -1.2 -1.6 0.0
P -2.238884 1.168734 0.494567 1.5 -0.9 1.1
H -3.445472 1.740576 -1.588912 -1.3 -0.2 -0.5
H -1.996257 2.622106 -1.183487 1.7 2.5 -0.9
H 0.399422 2.239689 -0.241203 0.2 -1.3 -1.1
H -0.167451 1.158187 -1.645025 0.1 0.2 -0.7
H 1.526292 -0.624229 -1.030372 -0.2 1.0 1.5
H 0.872076 0.861968 1.764122 0.4 -0.6 -0.1
H 3.324197 -0.578421 1.483715 1.6 1.4 -1.7
H 4.637843 0.716066 1.186037 -0.2 0.4 0.3
H 4.519963 -0.511677 0.060074 0.1 -0.9 -0.9
H 2.838475 2.076864 -1.999949 -0.1 -0.3 0.5
H 3.612454 0.571475 -2.144922 0.7 -0.9 -0.3
H 4.475687 2.048682 -1.320866 -1.9 -2.0 -0.1
H -0.526151 -2.904798 1.714751 0.8 0.7 0.3
H -0.735412 -1.897609 0.327256 0.4 0.3 0.1
H 0.676054 -2.927503 0.495881 0.5 -0.8 -0.5
H -4.964990 -0.937621 -0.330952 1.5 -0.2 0.4
H -3.452494 -0.479654 -1.223339 -0.4 -1.2 0.3
H -3.446336 -2.006727 -0.170201 -0.3 0.4 -0.3
H -2.973994 0.080798 2.719877 -0.4 0.3 1.0
H -4.326534 -1.121923 2.324482 -0.3 1.1 -0.2
H -2.765288 -1.569127 2.337447 1.1 -0.3 -0.8
H 2.614738 1.796478 0.399405 -0.1 1.9 1.5


Record 6
44
Properties=species:S:1:pos:R:3:forces:R:3 method="wB97M-V/def2-TZVPD" total_charge=+2 e_homo_ev="-15.08 / -14.97" gap_ha="0.22452 / 0.19761"
W -0.892014 -0.111232 0.228493 -4.0 4.4 -6.6
N -1.031314 0.963968 1.989393 -1.1 1.5 4.4
C 0.089886 0.512668 2.808493 1.3 -0.4 1.6
C 1.280486 0.104768 1.910093 0.6 1.1 1.4
N 0.853886 -0.880032 0.918893 0.4 -0.3 0.3
C 1.647386 -0.892232 -0.308307 3.1 -2.6 -1.4
C 0.898386 -1.590632 -1.461307 2.6 -0.6 -0.3
N -0.456814 -1.055932 -1.569707 12.3 -6.6 -2.5
C 0.631986 -2.221432 1.487193 -0.3 -1.5 0.8
C -0.737114 -2.810432 1.088293 0.9 -1.5 0.0
N -1.763614 -1.779132 1.102993 -1.0 -0.1 1.6
H -0.872214 1.966368 1.737393 -1.9 0.1 2.2
H -1.954714 0.858068 2.467993 0.5 0.4 -0.2
H -0.232714 -0.328332 3.430693 -0.1 0.1 -0.1
H 0.394186 1.313168 3.491493 0.1 -0.3 0.0
H 2.113186 -0.269632 2.517593 -0.2 -0.1 0.0
H 1.637886 1.015768 1.412493 0.2 -0.4 -0.1
H 2.624386 -1.364132 -0.148907 -0.1 -0.3 0.2
H 1.842686 0.139168 -0.630207 1.3 -1.3 0.9
H 0.868186 -2.672432 -1.301207 0.0 0.1 0.1
H 1.435086 -1.434832 -2.403907 0.4 -0.1 0.3
H -1.165214 -1.772532 -1.847607 2.9 -0.4 -0.3
H -0.430114 -0.295932 -2.287307 0.3 -1.3 0.6
H 0.657086 -2.185432 2.583993 0.1 0.4 -0.2
H 1.434486 -2.917632 1.211893 -0.2 0.2 -0.1
H -1.009814 -3.614232 1.781193 0.2 0.0 -0.1
H -0.692814 -3.264732 0.095893 -0.1 0.2 0.1
H -1.993414 -1.568332 2.100593 -0.4 -0.5 -1.0
H -2.628114 -2.070032 0.591793 0.7 0.2 0.8
O -4.903214 0.862668 -0.555807 5.5 -1.4 1.1
C -3.698414 0.445368 -0.553907 -8.0 1.5 -2.6
O -2.759714 0.569368 0.288593 1.5 2.3 4.9
C -3.156314 -0.340832 -1.673507 -7.3 0.7 -4.1
O -3.871014 -0.634432 -2.687807 4.2 0.5 3.8
O -1.951414 -0.603132 -1.381207 -12.3 3.6 -0.1
C 2.658686 4.339268 -2.230507 0.7 1.1 -0.5
O 1.807686 3.419668 -1.569507 -0.9 -1.8 0.5
C 1.714586 2.142568 -2.010607 3.4 2.7 -2.7
S 2.596586 1.581168 -3.335007 -1.5 0.1 2.0
S 0.633286 1.253668 -1.069707 -4.2 2.9 0.1
H 2.572786 5.299368 -1.711407 -0.3 -0.4 0.1
H 2.345986 4.504668 -3.266607 0.1 -0.3 0.1
H 3.707986 4.033068 -2.168707 -0.3 -0.2 -0.2
H -0.246714 1.352868 0.927293 0.8 -1.7 -4.3


Record 7
37
Properties=species:S:1:pos:R:3:forces:R:3 method="wB97M-V/def2-TZVPD" total_charge=+1 e_homo_ev=-11.97 gap_ha=0.33288 de_lowest_ev=1.997
C 0.199596 3.374366 0.634872 -1.4 0.2 -0.1
C -1.016354 2.701820 0.721994 -0.3 0.8 0.9
C 0.548709 1.334915 0.371714 3.9 -4.4 -2.3
C 3.282191 -1.140131 -1.278548 1.8 1.0 -4.7
C 2.097871 0.862076 -2.029998 -0.5 3.4 -2.5
C 0.749440 -0.718417 2.130783 -1.1 -2.9 0.4
C 1.574264 -2.514699 0.721135 2.1 -1.5 1.1
C -3.767798 0.483457 0.648300 -3.6 -1.3 -3.0
C -2.957556 -0.941410 -1.139389 -0.6 2.6 -0.9
C 1.475625 -0.164868 -0.041558 -2.2 2.9 3.2
N 1.197989 2.455342 0.340695 -0.8 0.9 0.9
N -0.747516 1.370562 0.587254 0.2 2.0 0.0
N 2.315141 -0.139838 -1.024994 -1.5 0.9 -0.7
N 1.395094 -1.106354 0.902480 0.3 0.3 0.3
N -2.678025 -0.329002 0.216508 -0.6 -2.4 -2.6
H 0.295731 4.460611 0.756446 0.5 -0.8 -0.2
H -2.073956 2.930587 0.969446 1.2 0.5 -0.3
H 2.962698 -2.061218 -1.729148 -0.5 -0.4 0.2
H 4.041119 -0.710380 -2.058871 -1.8 -0.5 0.8
H 3.990189 -1.229259 -0.568543 1.6 -0.8 3.4
H 1.440271 1.763577 -1.754134 0.6 -2.1 0.0
H 2.973040 1.450539 -2.335631 0.6 -0.7 0.8
H 1.787468 0.509833 -3.036575 -0.3 -0.6 0.9
H 1.013713 -1.262123 3.030962 1.4 0.0 -0.1
H 0.889770 0.282323 2.185588 -0.1 2.8 1.2
H -0.277888 -1.059143 2.107387 -0.8 0.6 -0.4
H 2.577000 -3.033432 0.998809 -1.4 1.5 -0.6
H 0.850745 -3.112658 1.237030 -0.7 0.2 0.9
H 1.292613 -2.684718 -0.246808 0.0 -0.9 -2.8
H -4.831931 0.046759 0.281734 2.2 0.6 1.2
H -3.693579 0.495225 1.664135 -0.4 0.7 2.9
H -3.803052 1.439218 0.159946 0.5 0.7 0.1
H -2.724506 -0.222407 -2.003695 -0.9 -0.5 1.4
H -2.285801 -1.670845 -1.376134 2.3 -2.2 0.0
H -3.927098 -1.467325 -1.296889 0.2 1.0 0.5
H -1.546167 0.755138 0.442465 0.1 -1.8 -0.2
H -2.619051 -1.148119 0.811232 0.0 0.2 0.4


Record 8
35
Properties=species:S:1:pos:R:3:forces:R:3 method="wB97M-V/def2-TZVPD" e_homo_ev=-7.73 gap_ha=0.31058 de_lowest_ev=0.943 smiles="CN(C)[P@]1(=O)C(C)(C)[C@H](C)C1(C)C"
C 3.758074 0.136479 -0.259709 1.3 1.3 -0.9
N 2.387059 0.030636 0.159237 -0.4 -0.2 0.6
C 2.214687 0.363642 1.616763 -3.1 0.3 -3.1
P 1.025123 0.158928 -0.861829 -2.1 1.3 3.4
O 1.326954 0.387409 -2.274185 0.6 -0.1 -0.9
C -0.789350 1.381945 -0.238593 2.9 -1.9 -0.9
C -1.002048 1.997396 1.095279 3.1 -0.2 0.0
C -0.788893 2.468500 -1.308329 -0.9 -0.7 2.2
C -1.451076 0.027132 -0.554526 -1.1 -0.1 0.3
C -2.708244 -0.483201 0.222698 0.2 0.0 -1.3
C -0.389816 -1.103953 -0.509466 2.0 0.9 -3.0
C -0.386238 -1.999662 -1.724717 -1.2 0.2 -2.7
C -0.229685 -2.055323 0.579102 0.2 -1.8 3.4
H 4.312317 -0.651544 0.323445 0.0 1.0 -0.8
H 3.943156 0.056704 -1.396656 -0.6 -0.3 1.9
H 4.122231 1.217055 -0.000817 -0.2 -1.9 -0.2
H 2.532987 1.384923 1.790851 -0.5 0.5 0.0
H 1.097359 0.155024 1.667831 1.3 0.9 1.0
H 2.693676 -0.203198 2.346378 1.1 -1.7 0.7
H -0.537575 1.406502 1.880564 -0.4 -0.2 0.4
H -2.008087 2.184258 1.302174 -1.7 0.5 0.4
H -0.384770 2.905626 1.046704 -0.6 0.2 0.5
H -1.719600 2.990550 -1.080838 -0.1 0.6 -0.9
H -0.686312 2.040548 -2.260950 -0.2 -0.2 -1.5
H 0.062259 3.087863 -1.084436 0.2 0.6 -0.2
H -1.719479 0.248421 -1.583974 -0.3 -1.0 -0.4
H -2.503472 -0.508462 1.283478 -0.2 0.1 0.3
H -2.818633 -1.549803 -0.117816 -0.4 1.0 0.4
H -3.632099 0.102543 0.001204 0.7 -0.5 0.2
H 0.383604 -2.778522 -1.798119 0.0 0.4 0.4
H -0.390398 -1.452073 -2.692917 0.5 0.0 0.6
H -1.345728 -2.506434 -1.834245 -0.2 -0.4 0.5
H 0.830258 -2.417357 0.636040 -0.6 0.8 0.2
H -0.717369 -3.094425 0.393845 0.0 2.0 0.5
H -0.523290 -1.576539 1.584719 0.4 -1.2 -1.2


In order of appearance, largest force on an atom = 0.0295 0.0829 0.0616 0.1258 0.0703 0.2753 0.1226 0.0855 Eh/bohr.